Density functional theory data (ωB97M-V/def2-TZVPD) for CH3CaO as an isolated structure.

```
6
Properties=species:S:1:pos:R:3
C -0.216 -0.236 0.093
O 1.129 -0.716 -0.084
H -0.146 0.867 -0.272
H -0.350 -0.153 1.182
H 1.659 -0.033 0.292
Ca -2.076 0.270 -1.210
```

Values from the calculation:
* total charge: +1
* maximum force: 1.90 eV Å⁻¹
* molecular weight: 71.1 g mol⁻¹
* Kohn-Sham gap: 6.57 eV